{"formula": "C17H25N3O2S", "method": "ωB97M-V/def2-TZVPD", "species": ["S", "O", "O", "N", "N", "N", "C", "C", "C", "C", "C", "C", "C", "C", "C", "C", "C", "C", "C", "C", "C", "C", "C", "H", "H", "H", "H", "H", "H", "H", "H", "H", "H", "H", "H", "H", "H", "H", "H", "H", "H", "H", "H", "H", "H", "H", "H", "H"], "coordinates": [[3.28, -0.27, -1.76], [1.00, -0.45, 1.17], [0.41, 2.98, -0.35], [-1.18, 1.41, 0.01], [3.24, -0.33, 1.25], [-3.17, -0.50, 0.12], [6.89, 0.02, 0.97], [-3.54, -0.72, -1.27], [-2.98, -1.72, 0.89], [-0.02, 1.85, -0.49], [2.04, -0.10, 0.65], [7.06, 0.01, -0.40], [-1.69, -2.44, 0.52], [-2.07, 2.24, 0.79], [-3.95, 0.53, 0.79], [-4.91, -1.36, -1.53], [4.68, -0.15, -0.70], [5.96, -0.07, -1.24], [0.75, 0.80, -1.30], [4.50, -0.16, 0.69], [-3.52, 1.95, 0.40], [5.62, -0.07, 1.51], [2.12, 0.64, -0.67], [-3.83, -2.41, 0.78], [-3.64, 2.11, -0.67], [-4.17, 2.65, 0.92], [-1.93, 2.04, 1.86], [0.87, 1.17, -2.32], [-0.84, -1.78, 0.69], [-1.81, 3.28, 0.60], [6.08, -0.07, -2.31], [-5.07, -1.43, -2.60], [-3.80, 0.42, 1.86], [-1.57, -3.31, 1.16], [8.05, 0.07, -0.83], [-5.03, 0.42, 0.59], [3.20, -0.71, 2.19], [-3.51, 0.25, -1.77], [-4.96, -2.36, -1.12], [-1.48, 0.44, -0.05], [-1.69, -2.77, -0.51], [5.48, -0.08, 2.58], [2.56, 1.63, -0.50], [-2.93, -1.45, 1.94], [-5.71, -0.77, -1.10], [-2.77, -1.34, -1.73], [0.23, -0.16, -1.32], [7.74, 0.09, 1.63]], "lumo_energy_ha": 0.0287, "multiplicity": 1, "de_lowest_kcal_mol": 10.6, "smiles": "CCN(CC)CCCNC(=O)C[C@@H]1Sc2ccccc2NC1=O"}

{"formula": "C17H25N3O3", "method": "ωB97M-V/def2-TZVPD", "species": ["O", "O", "O", "N", "N", "N", "C", "C", "C", "C", "C", "C", "C", "C", "C", "C", "C", "C", "C", "C", "C", "C", "C", "H", "H", "H", "H", "H", "H", "H", "H", "H", "H", "H", "H", "H", "H", "H", "H", "H", "H", "H", "H", "H", "H", "H", "H", "H"], "coordinates": [[-5.15, 0.21, 0.62], [2.61, 3.60, -0.81], [-3.82, -1.54, 0.15], [2.16, 1.76, 0.44], [0.45, 3.10, -0.38], [3.67, -1.11, 0.78], [-0.63, 2.25, -0.21], [-5.76, -2.51, -0.97], [2.86, -3.57, -0.61], [4.29, -3.03, -0.68], [1.82, 2.85, -0.29], [-2.97, 1.98, 0.30], [1.89, -2.42, -0.39], [2.31, -1.62, 0.85], [-4.93, -2.43, 0.30], [4.59, -2.21, 0.57], [-0.54, 0.87, -0.43], [-4.07, -0.23, 0.32], [3.87, 0.02, -0.10], [-2.86, 0.60, 0.12], [-1.87, 2.79, 0.14], [-1.64, 0.06, -0.26], [3.54, 1.36, 0.60], [3.78, 1.26, 1.66], [-1.56, -1.00, -0.44], [1.63, -0.78, 1.01], [0.87, -2.80, -0.24], [5.00, -3.85, -0.77], [-1.95, 3.86, 0.28], [-6.55, -3.23, -0.85], [2.25, -2.27, 1.73], [4.40, -2.40, -1.57], [1.46, 1.29, 0.97], [4.52, -2.86, 1.45], [2.79, -4.27, 0.23], [-5.13, -2.80, -1.81], [-5.55, -2.08, 1.13], [4.93, 0.05, -0.37], [0.39, 0.44, -0.78], [5.61, -1.81, 0.53], [-3.92, 2.39, 0.58], [1.88, -1.77, -1.27], [3.29, -0.03, -1.03], [-4.48, -3.40, 0.54], [0.24, 4.05, -0.65], [2.61, -4.11, -1.52], [4.14, 2.16, 0.16], [-6.20, -1.54, -1.19]], "lumo_energy_ha": 0.0181, "multiplicity": 1, "de_lowest_kcal_mol": 32.9, "smiles": "CCOC(=O)c1ccc(NC(=O)NCCN2CCCCC2)cc1"}

{"formula": "C17H25N6O4P", "method": "ωB97M-V/def2-TZVPD", "species": ["P", "O", "O", "O", "O", "N", "N", "N", "N", "N", "N", "C", "C", "C", "C", "C", "C", "C", "C", "C", "C", "C", "C", "C", "C", "C", "C", "C", "H", "H", "H", "H", "H", "H", "H", "H", "H", "H", "H", "H", "H", "H", "H", "H", "H", "H", "H", "H", "H", "H", "H", "H", "H"], "coordinates": [[0.12, -1.32, -0.20], [2.81, 1.31, -2.80], [-1.87, 6.25, -1.86], [2.78, 3.57, -2.60], [0.28, 6.75, -1.66], [-1.07, -1.71, 0.97], [2.22, 2.30, -2.37], [-3.74, 1.21, -2.15], [1.96, 4.59, -2.14], [1.16, -1.21, 1.14], [-0.66, 5.93, -1.66], [2.60, -1.16, 0.92], [1.00, 2.51, -1.83], [-2.36, -2.22, 0.58], [-1.49, 3.63, -1.53], [3.02, -0.01, -0.03], [-2.19, -3.57, -0.17], [3.39, -1.00, 2.23], [-3.12, -1.29, -0.40], [0.63, -0.89, 2.43], [-3.32, -2.49, 1.76], [0.87, 3.89, -1.65], [-1.40, 2.21, -1.72], [-0.08, 1.49, -1.61], [-0.40, 4.51, -1.44], [3.08, -2.47, 0.26], [-0.91, -1.22, 2.31], [-2.68, 1.61, -1.99], [2.58, -0.13, -1.03], [4.49, -1.06, 2.03], [-1.70, -4.32, 0.48], [-2.48, 4.09, -1.46], [-1.16, -2.06, 3.01], [-2.53, -1.11, -1.32], [-4.13, -1.68, -0.70], [1.10, -1.61, 3.17], [3.13, -1.84, 2.90], [-4.26, -2.97, 1.40], [3.15, -0.04, 2.72], [-0.10, 0.83, -0.67], [-3.24, -0.30, 0.06], [2.67, -2.63, -0.75], [2.82, -3.33, 0.90], [-2.83, -3.19, 2.47], [4.13, 0.08, -0.16], [0.74, 0.19, 2.83], [-3.55, -1.54, 2.28], [4.19, -2.47, 0.17], [-1.49, -0.26, 2.62], [0.02, 0.73, -2.58], [-3.18, -4.00, -0.42], [-1.63, -3.49, -1.11], [2.63, 0.93, 0.35]], "lumo_energy_ha": -0.0969, "multiplicity": 1}

{"formula": "C17H26GeMoN4O4Se", "method": "ωB97M-V/def2-TZVPD", "species": ["Mo", "Se", "Ge", "O", "O", "O", "O", "N", "N", "N", "N", "C", "C", "C", "C", "C", "C", "C", "C", "C", "C", "C", "C", "C", "C", "C", "C", "C", "H", "H", "H", "H", "H", "H", "H", "H", "H", "H", "H", "H", "H", "H", "H", "H", "H", "H", "H", "H", "H", "H", "H", "H", "H", "H"], "coordinates": [[0.50, 2.30, -0.04], [0.72, 4.47, 1.23], [0.77, -0.44, -1.99], [0.75, 2.83, -2.03], [-1.65, 2.38, -0.22], [0.22, 2.77, -4.07], [-3.89, 2.24, -0.38], [0.22, 1.58, 2.08], [2.78, 2.43, 0.15], [0.30, 3.45, -3.06], [-2.08, -0.20, 1.11], [2.32, 0.05, -3.11], [-2.75, 1.79, -0.19], [-2.76, -2.45, 0.48], [2.70, 1.17, 2.33], [0.98, -2.41, -1.73], [-0.85, -0.25, -3.08], [-3.47, -1.90, -0.62], [-2.70, -3.83, 0.75], [-2.00, -4.31, 1.82], [3.36, 2.26, 1.48], [-3.47, -0.56, -0.81], [0.77, 0.38, -0.25], [-2.73, 0.28, 0.08], [-2.09, -1.55, 1.33], [1.38, 1.57, 2.98], [-1.38, -2.06, 2.44], [-1.33, -3.41, 2.68], [-1.62, -0.94, -2.73], [-0.46, 2.25, 2.43], [3.23, -0.42, -2.72], [1.19, 0.90, 3.84], [1.82, -2.60, -1.06], [-1.22, 0.77, -3.01], [0.08, -2.83, -1.27], [3.24, 3.22, 1.99], [4.44, 2.05, 1.41], [2.43, 1.14, -3.10], [3.10, 1.72, -0.50], [-4.00, -2.57, -1.30], [3.40, 0.94, 3.15], [0.98, -0.39, 0.51], [1.48, 2.58, 3.37], [-0.23, 0.68, 1.98], [-1.94, -5.37, 2.02], [-4.00, -0.07, -1.62], [2.59, 0.26, 1.74], [2.98, 3.36, -0.21], [-0.77, -3.79, 3.52], [-0.64, -0.46, -4.13], [1.16, -2.93, -2.68], [-3.21, -4.52, 0.08], [2.18, -0.26, -4.15], [-0.87, -1.34, 3.07]], "lumo_energy_ha": 0.1638, "charge": -2, "multiplicity": 1, "de_lowest_kcal_mol": 0.0}

{"formula": "C17H26IN3O2", "method": "ωB97M-V/def2-TZVPD", "species": ["I", "O", "O", "N", "N", "N", "C", "C", "C", "C", "C", "C", "C", "C", "C", "C", "C", "C", "C", "C", "C", "C", "C", "H", "H", "H", "H", "H", "H", "H", "H", "H", "H", "H", "H", "H", "H", "H", "H", "H", "H", "H", "H", "H", "H", "H", "H", "H", "H"], "coordinates": [[5.21, 1.91, 4.21], [4.70, -1.52, -1.23], [2.06, -1.11, -3.48], [1.94, -0.62, -1.26], [-4.54, -0.12, 0.75], [-2.47, 0.79, -1.10], [5.09, 0.77, 2.26], [0.47, -0.49, -1.24], [-2.90, -0.60, -1.12], [0.12, 1.00, -1.29], [4.81, 0.77, -0.17], [4.90, -0.66, -0.16], [5.17, -1.33, 1.02], [-4.32, -0.82, -0.54], [-2.69, 1.50, 0.20], [4.92, 1.47, 1.06], [-4.00, -0.84, 1.93], [-1.31, 1.21, -1.90], [-4.17, 1.30, 0.65], [5.24, -0.62, 2.22], [4.16, -1.08, -2.46], [2.65, -0.94, -2.39], [-4.75, -0.53, 3.19], [-5.83, -0.75, 3.06], [-4.04, -1.95, 1.75], [-4.38, 1.80, 1.63], [0.20, 1.38, -0.28], [-2.21, -1.24, -0.56], [-4.83, 1.76, -0.06], [4.43, -1.80, -3.23], [0.06, -0.98, -2.10], [2.45, -0.63, -0.37], [4.70, 1.38, -1.06], [4.84, 2.54, 1.09], [-2.51, 2.58, 0.08], [0.82, 1.53, -1.90], [-4.49, -1.92, -0.37], [-2.87, -0.93, -2.16], [-4.62, 0.53, 3.45], [5.41, -1.20, 3.10], [-5.01, -0.46, -1.31], [5.26, -2.41, 1.04], [-1.48, 2.29, -2.03], [-0.03, -0.96, -0.37], [-4.33, -1.12, 4.01], [-2.02, 1.14, 0.99], [-1.44, 0.70, -2.86], [4.61, -0.15, -2.78], [-2.96, -0.58, 2.10]], "lumo_energy_ha": 0.0008, "multiplicity": 1, "de_lowest_kcal_mol": 12.9, "smiles": "CCN1CCN(CCCNC(=O)COc2ccc(I)cc2)CC1"}